{"formula": "C4H9N", "method": "wB97M-V/def2-TZVPD", "de_lowest_kcal_mol": 132.7, "multiplicity": 2, "charge": 1, "orbital_gap_ev": [5.93, 3.01], "e_homo_ev": [-12.6, -12.6], "species": ["C", "C", "H", "H", "H", "H", "C", "C", "N", "H", "H", "H", "H", "H"], "xyz": [[-0.71862, 1.14621, -3.17374], [0.14500, 1.28444, -2.18460], [-1.71556, 1.53069, -2.98119], [-0.51107, 0.77020, -4.15922], [0.13392, 2.20673, -1.52426], [0.87549, 0.46413, -1.88753], [0.55068, -1.50044, 0.84694], [0.14873, 0.02143, 2.70389], [-0.37384, -0.97614, 1.96722], [1.20658, -2.30988, 1.30089], [1.27217, -0.69068, 0.32325], [-0.03894, -1.68693, -0.06071], [-0.57626, 0.59481, 3.28893], [1.21578, 0.24401, 2.77445]], "lowdin_charge": [0.2111, 0.2012, 0.1353, 0.1298, 0.1604, 0.1433, -0.1687, -0.0518, -0.0847, 0.0907, 0.0689, 0.0381, 0.0605, 0.0659]}


{"formula": "C30H75O20P5", "method": "wB97M-V/def2-TZVPD", "multiplicity": 2, "charge": 1, "orbital_gap_ev": [9.16, 1.90], "e_homo_ev": [-11.3, -11.3], "species": ["C", "C", "O", "P", "O", "O", "C", "C", "O", "C", "C", "H", "H", "H", "H", "H", "H", "H", "H", "H", "H", "H", "H", "H", "H", "H", "C", "C", "O", "P", "O", "O", "C", "C", "O", "C", "C", "H", "H", "H", "H", "H", "H", "H", "H", "H", "H", "H", "H", "H", "H", "H", "C", "C", "O", "P", "O", "O", "C", "C", "O", "C", "C", "H", "H", "H", "H", "H", "H", "H", "H", "H", "H", "H", "H", "H", "H", "H", "C", "C", "O", "P", "O", "O", "C", "C", "O", "C", "C", "H", "H", "H", "H", "H", "H", "H", "H", "H", "H", "H", "H", "H", "H", "H", "C", "C", "O", "P", "O", "O", "C", "C", "O", "C", "C", "H", "H", "H", "H", "H", "H", "H", "H", "H", "H", "H", "H", "H", "H", "H"], "xyz": [[8.92440, 2.82344, -2.87686], [7.58510, 3.35527, -2.34299], [6.38092, 3.14443, -3.04981], [5.71067, 4.25899, -4.00223], [5.48962, 5.47615, -3.19370], [4.36184, 3.52794, -4.59592], [3.22872, 3.70682, -3.80128], [2.38545, 2.39744, -3.80938], [6.83935, 4.34907, -5.20985], [6.74004, 5.23278, -6.31778], [7.09924, 6.64807, -5.96650], [8.82431, 2.84929, -3.96194], [9.80716, 3.35417, -2.52023], [9.09856, 1.76176, -2.70191], [7.56137, 2.63243, -1.52749], [7.66686, 4.38246, -1.98759], [3.41201, 3.95923, -2.75688], [2.71042, 4.57146, -4.21583], [2.57102, 1.87491, -2.87096], [1.34177, 2.66930, -3.96724], [2.78442, 1.94343, -4.71646], [7.36130, 4.94919, -7.16732], [5.71745, 5.18332, -6.69189], [7.13347, 7.44918, -6.70483], [6.23968, 6.95441, -5.37031], [8.05664, 6.56251, -5.45254], [-3.73094, 4.17376, -1.30083], [-2.45128, 4.04901, -0.71211], [-1.53625, 4.56284, -1.67636], [-0.85602, 5.98558, -1.39346], [-1.79791, 6.86173, -0.64240], [0.52511, 5.68521, -0.57045], [0.41131, 4.91502, 0.58129], [1.87948, 4.67004, 1.07798], [-0.33996, 6.39806, -2.85820], [-1.19316, 6.93381, -3.94978], [-1.56999, 8.42984, -3.75661], [-4.44954, 3.44414, -0.92751], [-4.24411, 5.07038, -0.95323], [-3.72480, 4.08135, -2.38689], [-2.18708, 4.40428, 0.28392], [-2.06346, 3.03046, -0.72830], [-0.28401, 5.55003, 1.13030], [-0.00098, 3.91306, 0.46209], [1.70964, 4.17404, 2.03362], [2.31113, 3.98518, 0.34809], [2.40442, 5.53191, 1.48996], [-0.60505, 6.90657, -4.86710], [-2.01637, 6.24494, -4.13921], [-0.77035, 9.14419, -3.95250], [-2.36236, 8.84614, -4.37867], [-2.05205, 8.57391, -2.78968], [-1.27264, 3.61858, 6.39621], [-1.84367, 2.36222, 5.77466], [-0.85666, 1.81700, 5.05601], [-1.18682, 1.02369, 3.69849], [-1.77955, 1.85174, 2.62646], [0.23990, 0.24133, 3.24092], [1.34333, 1.05139, 3.09843], [2.56837, 0.12346, 2.86245], [-2.04128, -0.25358, 4.19331], [-1.64081, -1.12780, 5.28542], [-0.69119, -2.16998, 4.78004], [-0.35308, 3.31866, 6.89875], [-0.90210, 4.39822, 5.73066], [-2.01344, 4.08478, 7.04581], [-2.24136, 1.61591, 6.46238], [-2.62745, 2.85671, 5.20084], [1.45449, 1.80891, 2.32260], [1.42091, 1.65422, 4.00324], [3.37164, 0.83160, 2.65901], [2.77703, -0.38222, 3.80523], [2.53338, -0.72313, 2.17676], [-1.00578, -0.55312, 5.95964], [-2.40838, -1.64934, 5.85720], [0.35997, -1.88659, 4.83340], [-0.89198, -3.13692, 5.24133], [-0.81612, -2.44244, 3.73206], [-3.61586, -3.43851, -2.17783], [-2.53051, -4.21697, -1.48542], [-1.31180, -3.54620, -1.48125], [-0.62469, -2.64408, -0.28995], [0.85855, -2.71131, -0.23896], [-1.22039, -1.16596, -0.56070], [-0.46318, -0.10125, -0.49011], [-0.11001, 0.31967, -1.86746], [-1.36395, -3.17459, 1.02435], [-2.38332, -2.37752, 1.65620], [-3.17207, -3.38666, 2.55237], [-4.25897, -2.79549, -1.57697], [-2.99292, -2.70339, -2.68738], [-4.20465, -3.92378, -2.95624], [-2.91963, -4.60388, -0.54363], [-2.29142, -5.09302, -2.08834], [-1.11403, 0.63173, -0.01341], [0.46314, -0.22610, 0.07063], [0.61595, 1.13147, -1.82187], [0.17538, -0.61825, -2.34384], [-0.91928, 0.82349, -2.39601], [-2.08713, -1.45859, 2.16211], [-3.04784, -2.00611, 0.87610], [-2.48812, -4.01705, 3.12062], [-3.74644, -2.72335, 3.19907], [-3.87445, -3.95395, 1.94167], [0.67245, -7.19949, 1.65671], [-0.37143, -8.20128, 2.02728], [-1.40291, -8.40215, 0.98918], [-2.87329, -8.92540, 1.51388], [-3.02044, -10.18717, 2.32523], [-3.76395, -8.88119, 0.21645], [-3.18262, -9.23458, -1.02126], [-3.17426, -8.11904, -1.99270], [-3.24162, -7.51408, 2.31572], [-4.59229, -7.12472, 2.63978], [-5.14555, -8.20162, 3.65103], [1.35500, -7.00937, 2.48502], [1.30047, -7.67628, 0.90414], [0.19436, -6.36280, 1.14733], [0.08337, -9.15544, 2.29344], [-0.75757, -7.71141, 2.92116], [-2.11497, -9.44107, -0.94657], [-3.72668, -10.10054, -1.39837], [-4.01355, -7.46739, -1.74970], [-2.16812, -7.70112, -2.02573], [-3.40530, -8.55081, -2.96651], [-4.62574, -6.35210, 3.40792], [-5.19230, -6.88074, 1.76310], [-5.54699, -9.05733, 3.10819], [-4.30915, -8.63731, 4.19758], [-5.88324, -7.84211, 4.36843]], "lowdin_charge": [-0.0723, -0.2761, -0.1786, 0.5221, -0.2419, -0.1755, -0.3191, -0.0448, -0.1787, -0.2989, -0.0773, 0.0654, 0.0812, 0.0714, 0.1098, 0.1186, 0.1015, 0.1143, 0.0669, 0.0659, 0.0829, 0.1195, 0.1123, 0.0826, 0.0657, 0.0888, -0.0506, -0.2772, -0.0993, 0.5568, -0.0055, -0.0763, -0.2495, -0.0080, -0.1610, -0.1729, -0.0577, 0.1080, 0.1074, 0.1128, 0.1261, 0.1444, 0.1362, 0.1185, 0.0673, 0.0928, 0.0930, 0.1215, 0.1174, 0.0858, 0.0844, 0.0628, -0.0647, -0.3468, -0.1866, 0.5284, -0.2444, -0.1808, -0.3304, -0.0445, -0.1977, -0.2227, -0.0791, 0.0806, 0.0794, 0.0859, 0.1322, 0.1227, 0.0883, 0.1123, 0.0749, 0.0718, 0.0813, 0.1102, 0.1284, 0.0791, 0.0879, 0.0596, -0.0634, -0.3046, -0.1709, 0.5116, -0.2261, -0.1709, -0.4003, -0.0529, -0.1823, -0.2506, -0.0402, 0.0709, 0.0756, 0.0798, 0.1147, 0.1134, 0.1135, 0.1190, 0.0567, 0.0993, 0.0770, 0.0867, 0.1084, 0.0766, 0.0763, 0.0687, -0.0789, -0.2640, -0.2057, 0.5142, -0.2499, -0.1607, -0.3040, -0.0748, -0.2296, -0.2421, -0.0824, 0.0887, 0.0747, 0.0809, 0.1240, 0.1070, 0.1103, 0.1297, 0.0869, 0.0799, 0.0822, 0.0962, 0.1129, 0.0660, 0.0746, 0.0698]}


{"formula": "C9H12NO8P2PtS", "method": "wB97M-V/def2-TZVPD", "charge": -1, "orbital_gap_ev": [6.37, 6.45], "e_homo_ev": [-5.0, -5.0], "species": ["Pt", "O", "C", "O", "C", "C", "C", "C", "C", "C", "S", "H", "H", "H", "H", "N", "C", "C", "P", "O", "O", "O", "P", "O", "O", "O", "H", "H", "H", "H", "H", "H", "H", "H"], "xyz": [[0.46079, 0.85344, 0.13175], [-0.07521, -2.48336, -2.05105], [0.67699, -1.84146, -1.32775], [0.33489, -1.36086, -0.19015], [2.13369, -1.70166, -1.73555], [2.59009, -2.60256, -2.69395], [3.90429, -2.62836, -3.11415], [4.80549, -1.72606, -2.56495], [4.37239, -0.82076, -1.62115], [3.04249, -0.78506, -1.18975], [2.72979, 0.43404, 0.04165], [1.86299, -3.28816, -3.10535], [4.23049, -3.34096, -3.86045], [5.84329, -1.72806, -2.87325], [5.05639, -0.11196, -1.18275], [-3.74121, 1.44504, 1.93275], [-2.45251, 1.03084, 1.31705], [-2.61111, -0.28536, 0.59845], [-1.20851, 1.13914, 2.71545], [-0.79661, -0.39376, 2.99775], [-2.04491, 1.66454, 3.83535], [0.01389, 1.91684, 2.30935], [-2.13031, 2.48254, 0.17445], [-1.65191, 3.63584, 1.18395], [-3.49041, 2.85354, -0.29715], [-1.04121, 2.16354, -0.81805], [-4.42771, 0.69444, 1.98785], [-4.07301, 2.22474, 1.30535], [-3.40571, 1.74544, 2.90365], [-2.90741, -1.07826, 1.29005], [-1.67191, -0.59906, 0.13315], [-3.34961, -0.18216, -0.19975], [-0.15341, -0.69486, 2.34455], [-0.82521, 3.36874, 1.62265]], "lowdin_charge": [0.8157, 0.0412, -0.6319, -0.1877, -0.1498, -0.0379, -0.1011, -0.1056, -0.1542, -0.5879, 0.6183, 0.1111, 0.0918, 0.0953, 0.0843, 0.1247, -0.5283, -0.0844, 0.3121, -0.1351, -0.3008, -0.3862, 0.2809, -0.1499, -0.3107, -0.3993, 0.1541, 0.1164, 0.1046, 0.0905, 0.0399, 0.0936, 0.0497, 0.0267]}


{"formula": "C4H3FN2O", "method": "wB97M-V/def2-TZVPD", "de_lowest_kcal_mol": 46.5, "orbital_gap_ev": 10.28, "smiles": "[H]/N=c1\\ncocc1F", "e_homo_ev": -9.6, "species": ["H", "N", "C", "N", "C", "O", "C", "C", "F", "H", "H"], "xyz": [[-1.43315, 2.47014, 0.12335], [-1.68224, 1.50778, 0.09028], [-0.71005, 0.70858, -0.05713], [0.63431, 1.20007, -0.09402], [1.58851, 0.39166, -0.01550], [1.49320, -0.95473, 0.05310], [0.21086, -1.47172, 0.02519], [-0.85280, -0.74232, -0.00579], [-2.08940, -1.29977, -0.07040], [2.64727, 0.76800, -0.14443], [0.19348, -2.57769, 0.09535]], "lowdin_charge": [0.0441, 0.1674, -0.3590, 0.1463, -0.1940, 0.0241, -0.0161, -0.2156, 0.0838, 0.1588, 0.1602]}


{"formula": "C6H12N4O2", "method": "wB97M-V/def2-TZVPD", "de_lowest_kcal_mol": 115.7, "orbital_gap_ev": 9.74, "smiles": "CCCN1CCN/C1=N\\[N+](=O)[O-]", "e_homo_ev": -9.3, "species": ["C", "C", "C", "N", "C", "C", "N", "C", "N", "N", "O", "O", "H", "H", "H", "H", "H", "H", "H", "H", "H", "H", "H", "H"], "xyz": [[1.86690, -1.53512, 1.09562], [0.87836, -1.98983, 0.00171], [0.75299, -0.83467, -1.03967], [0.26911, 0.33574, -0.37192], [0.99618, 1.57804, -0.26190], [-0.12236, 2.46354, -0.00164], [-1.19474, 1.61467, 0.47380], [-1.02462, 0.41050, -0.02408], [-1.67024, -0.65698, -0.42387], [-3.02381, -0.65692, 0.05399], [-3.61390, -1.62463, -0.19724], [-3.57764, 0.43736, 0.50497], [1.67886, -0.56734, 1.59696], [2.88570, -1.47874, 0.69254], [1.91874, -2.33376, 1.85779], [-0.34638, -2.01689, 0.36850], [1.01494, -3.04342, -0.46278], [0.12865, -1.19945, -1.95079], [1.69010, -0.55380, -1.51533], [1.65829, 1.69735, -1.20505], [1.67698, 1.70459, 0.59980], [-0.64587, 3.11160, -0.78555], [0.02205, 3.14578, 0.77208], [-2.21831, 1.99238, 0.22204]], "lowdin_charge": [-0.1246, -0.2283, -0.2130, -0.0860, -0.1276, -0.1751, 0.0797, -0.4018, 0.1547, -0.3997, 0.1064, -0.0472, 0.0672, 0.0670, 0.0686, 0.1535, 0.1240, 0.1436, 0.1064, 0.1597, 0.1243, 0.1538, 0.0958, 0.1986]}


{"formula": "C24H43FInP2", "method": "wB97M-V/def2-TZVPD", "de_lowest_kcal_mol": 8.8, "charge": 1, "orbital_gap_ev": [2.51, 3.78], "e_homo_ev": [-8.6, -8.5], "species": ["In", "C", "C", "C", "C", "C", "C", "H", "H", "H", "C", "H", "H", "H", "C", "H", "H", "H", "C", "H", "H", "H", "C", "H", "H", "H", "C", "C", "C", "C", "C", "C", "C", "C", "H", "H", "H", "H", "H", "H", "H", "H", "H", "H", "H", "H", "P", "P", "C", "C", "H", "H", "H", "H", "C", "H", "H", "H", "C", "H", "H", "H", "C", "H", "H", "H", "C", "H", "H", "H", "F"], "xyz": [[0.13134, -1.57015, -2.62746], [-0.56312, -2.46711, 3.45488], [0.80125, -2.64304, 3.09453], [0.67862, -0.91658, 4.60437], [-0.63805, -1.39705, 4.38245], [1.56948, -1.69049, 3.81031], [-1.69651, -3.30064, 2.98817], [-1.40038, -3.87068, 2.09868], [-2.56788, -2.68147, 2.73054], [-2.01439, -4.03140, 3.75155], [-1.86518, -0.86530, 5.00754], [-2.65284, -1.62287, 5.04403], [-2.25452, -0.00095, 4.45390], [-1.67131, -0.53444, 6.03111], [1.03937, 0.18369, 5.52386], [0.47297, 0.11115, 6.46175], [0.81908, 1.17203, 5.09097], [2.10611, 0.16053, 5.77133], [3.04735, -1.59757, 3.80066], [3.49983, -2.23306, 4.58027], [3.37649, -0.56617, 3.97313], [3.43878, -1.93797, 2.83344], [1.33777, -3.69561, 2.19773], [1.73502, -4.55137, 2.77246], [2.15022, -3.28823, 1.58034], [0.55019, -4.07232, 1.53285], [-1.31347, 0.74942, -4.03491], [-1.38707, -0.63201, -4.04714], [-0.90563, -1.41350, -5.29582], [0.59853, -1.16214, -5.57598], [1.45327, -0.87062, -4.29392], [1.42691, 0.39874, -3.72752], [1.01024, 1.61298, -4.50540], [-0.46748, 1.50688, -4.99077], [-1.51895, -1.17098, -6.18167], [0.74955, -0.37672, -6.33159], [-1.01075, -2.49856, -5.08860], [-0.44880, 1.00518, -5.96479], [-2.00829, 1.35438, -3.43698], [-2.18441, -1.10251, -3.43836], [-0.82840, 2.52991, -5.20439], [1.11640, 2.52151, -3.88895], [1.72269, 0.63163, -2.69330], [1.70535, 1.77721, -5.35487], [1.00850, -2.08438, -6.01670], [2.30946, -1.57929, -4.22830], [-2.48422, 1.44180, 0.39328], [1.49056, 1.94879, 0.60711], [-1.14112, 2.09490, -0.77549], [0.05218, 2.85945, -0.18182], [-1.70575, 2.80214, -1.41192], [-0.80635, 1.23493, -1.38708], [0.54305, 3.36009, -1.02739], [-0.24897, 3.60993, 0.55681], [1.79855, 2.96117, 2.09717], [2.66043, 2.53700, 2.63380], [0.91527, 2.85153, 2.74058], [1.96448, 4.02016, 1.86404], [2.82296, 2.49476, -0.53786], [2.62874, 3.50830, -0.91765], [2.87349, 1.80600, -1.39113], [3.78220, 2.44195, -0.00585], [-4.07016, 1.98787, -0.41882], [-4.86855, 1.28474, -0.13335], [-4.01085, 2.08095, -1.51481], [-4.32407, 2.96113, 0.02775], [-2.46966, -0.31975, -0.11165], [-1.55932, -0.77207, 0.30003], [-2.46419, -0.54441, -1.19645], [-3.33952, -0.78041, 0.38115], [1.50351, -1.16102, -1.23382]], "lowdin_charge": [1.0707, -0.2083, -0.2004, -0.2182, -0.1794, -0.1773, -0.0534, 0.0614, 0.0723, 0.0920, -0.0224, 0.0801, 0.0930, 0.0799, -0.0556, 0.0761, 0.0740, 0.0729, -0.0268, 0.1019, 0.0762, 0.0746, -0.0446, 0.0957, 0.0722, 0.0621, -0.0379, -0.2887, -0.1808, -0.1776, -0.2110, -0.0919, -0.1180, -0.1402, 0.1419, 0.1137, 0.1126, 0.1062, 0.1234, 0.0951, 0.1399, 0.1234, 0.0915, 0.1498, 0.1229, 0.1497, 0.8784, 0.8423, -0.4428, -0.4369, 0.0673, 0.0261, 0.0498, 0.0719, -0.3197, 0.0370, 0.0329, 0.0452, -0.3087, 0.0391, 0.0041, 0.0450, -0.3118, 0.0395, 0.0284, 0.0315, -0.3347, 0.0281, 0.0054, 0.0418, -0.4516]}